The following is a quantum chemistry calculation of 7 unconnected molecules or ions with the total composition C25H40Br12ClN2, from OMol25.

```
80
Properties=species:S:1:pos:R:3:forces:R:3:mulliken_charge:R:1
C 0.231145 2.931697 1.280501 0.33 0.12 0.09 -1.3195
C 0.370687 3.508706 -0.115744 -0.11 -0.13 -0.01 -0.4183
C -0.769699 3.211833 -1.124956 0.51 0.36 0.31 0.4767
Cl -2.214122 2.535061 -0.354226 -0.09 -0.18 0.15 0.0882
C -1.177157 4.418660 -1.900549 -0.06 -0.08 -0.13 0.0295
N -0.816925 5.681763 -1.650833 -0.17 -0.02 -0.11 -0.0232
C -1.339027 6.518566 -2.600117 -0.31 -0.12 -0.40 -0.7115
C -2.029899 5.731764 -3.454154 -0.02 0.26 0.13 -0.1969
N -1.935269 4.433442 -3.005683 0.26 0.27 0.14 0.2978
C -2.591014 3.303182 -3.677527 -0.24 0.15 0.15 -1.3135
C -3.871276 2.853849 -3.025662 -0.32 -0.17 0.36 0.7475
C -4.689528 3.734860 -2.325934 -0.43 -0.30 0.00 0.0748
C -5.865762 3.277829 -1.730735 0.40 -0.32 -0.23 -0.7785
C -6.222807 1.934875 -1.827827 0.36 0.25 -0.16 -0.5137
C -5.412348 1.053776 -2.540577 0.09 0.48 0.11 -0.7074
C -4.240805 1.515115 -3.136563 -0.32 0.09 0.18 -0.4900
H 0.065766 1.864517 1.272694 -0.21 -0.29 -0.02 0.2142
H -0.528035 3.437254 1.865359 -0.28 -0.08 0.02 0.3633
H 1.177966 3.087549 1.790072 0.13 0.04 0.10 0.4491
H 0.523290 4.576809 -0.007864 0.06 0.18 0.04 0.2101
H 1.284295 3.117647 -0.546685 0.20 -0.03 -0.21 0.3470
H -0.384226 2.489622 -1.837430 -0.22 -0.34 -0.07 0.1327
H -0.250514 5.985395 -0.878701 0.08 -0.11 0.11 0.1802
H -1.203199 7.580112 -2.618225 0.15 0.14 0.13 0.4759
H -2.571379 6.003891 -4.337213 -0.14 -0.08 -0.14 0.4453
H -2.839755 3.670236 -4.666583 0.29 -0.05 -0.32 0.3687
H -1.882493 2.486879 -3.743739 0.12 -0.14 -0.13 0.4460
H -4.443303 4.780985 -2.222078 0.16 0.13 -0.02 0.3384
H -6.488204 3.964435 -1.181650 -0.10 0.12 0.06 0.4173
H -7.126759 1.591011 -1.352966 -0.13 -0.12 0.03 0.5110
H -5.687359 0.014840 -2.610870 0.00 -0.16 -0.07 0.4181
H -3.619117 0.817909 -3.679260 0.14 -0.04 -0.04 0.4088
Br 1.136436 -0.217073 -1.411554 -0.03 0.16 0.04 -0.2120
C 0.376104 -1.905040 -0.795234 -0.09 0.09 0.01 -0.5303
C -0.707920 -1.715922 0.234014 0.00 -0.04 0.12 -0.3799
Br -0.002979 -1.294480 2.001927 -0.03 0.11 -0.19 -0.1070
H 1.204863 -2.490626 -0.416123 0.08 0.04 -0.02 0.1261
H -0.023218 -2.373670 -1.691519 -0.03 -0.02 0.02 0.4592
H -1.255048 -2.646535 0.372145 0.01 -0.02 -0.02 0.2968
H -1.401814 -0.921520 -0.027618 0.00 0.01 -0.01 0.3584
Br -1.211348 -2.715366 5.452607 0.00 0.01 -0.05 -0.1206
C -2.782300 -2.369643 4.361007 0.04 -0.03 0.12 -0.0809
C -3.497502 -3.634327 3.973305 -0.02 -0.06 -0.10 -0.3483
Br -2.545593 -4.605769 2.582219 0.05 0.02 0.01 -0.1165
H -2.438372 -1.811869 3.496830 -0.02 0.00 -0.01 -0.1601
H -3.430836 -1.741582 4.968014 -0.02 -0.01 0.01 0.2864
H -4.471242 -3.394543 3.554856 0.01 0.01 -0.01 0.0972
H -3.615085 -4.321440 4.804397 0.01 0.01 0.04 0.4005
Br -3.516016 0.803512 2.430319 0.00 -0.02 -0.05 -0.0758
C -5.418096 1.197324 2.539680 0.10 0.08 0.04 -0.4287
C -6.150106 0.182553 3.375523 -0.09 -0.10 -0.09 -0.6007
Br -6.374848 -1.498085 2.424144 0.02 0.02 0.01 -0.1411
H -5.785710 1.234308 1.519057 -0.03 -0.01 -0.01 0.1920
H -5.490515 2.184389 2.990387 0.00 -0.01 0.04 0.3709
H -7.154207 0.530921 3.604269 -0.01 0.02 -0.01 0.3912
H -5.625537 -0.045748 4.297133 0.01 0.03 0.04 0.3354
Br 0.463440 -5.154798 0.260703 -0.07 -0.20 -0.08 -0.1603
C 1.733388 -6.004045 1.461442 -0.12 0.09 0.10 -0.5132
C 2.992074 -5.190843 1.585253 0.15 -0.02 -0.03 -0.6129
Br 4.122713 -5.332487 0.010932 -0.04 0.05 0.00 -0.1166
H 1.907158 -7.001783 1.074048 0.05 -0.01 -0.02 0.4113
H 1.230449 -6.065832 2.423982 -0.02 0.03 0.00 0.3610
H 3.591410 -5.552555 2.417794 -0.01 -0.03 0.00 0.4595
H 2.776734 -4.133792 1.718003 -0.01 0.02 0.04 0.2010
Br 3.889689 -1.129994 0.785953 0.02 -0.10 -0.02 -0.0652
C 5.173420 -2.095870 1.885972 -0.10 0.08 0.09 -0.4449
C 6.502191 -1.393000 1.951798 0.10 -0.05 -0.11 -0.7039
Br 7.510967 -1.612088 0.307003 0.00 0.05 0.04 -0.0887
H 5.261416 -3.088522 1.456824 0.01 -0.03 -0.03 0.1402
H 4.724231 -2.156995 2.875500 0.02 0.03 0.01 0.4062
H 7.118645 -1.828739 2.734460 -0.02 -0.03 0.01 0.3892
H 6.399880 -0.326608 2.122312 -0.03 0.02 0.03 0.3703
Br 11.072506 -1.466511 -1.241690 0.01 -0.06 -0.02 -0.1371
C 10.896246 -2.315648 -2.980976 0.03 0.14 0.07 -0.5498
C 9.474663 -2.720985 -3.264920 -0.03 -0.16 -0.03 -0.6262
Br 8.958871 -4.310152 -2.270908 -0.02 0.06 0.02 -0.1124
H 11.573923 -3.162388 -2.986924 0.00 -0.03 -0.02 0.3675
H 11.230257 -1.575555 -3.704111 -0.02 0.00 -0.02 0.3444
H 9.358316 -2.981628 -4.314145 0.03 0.00 -0.01 0.3584
H 8.765134 -1.943021 -3.002363 0.00 0.03 0.00 0.3422
```
Positions in Å, forces in eV/Å.

Values from the calculation:
Net charge ... +1
HOMO-LUMO gap ... 8.396 eV

The following is a quantum chemistry calculation of a molecular structure, C25H40BrCl2CsF12ILiN4NaO15S3Si at a distorted geometry, from OMol25.

```
107
Properties=species:S:1:pos:R:3:forces:R:3:mulliken_charge:R:1
C -5.002725 -0.588872 0.007547 0.55 -0.81 -0.21 -0.5343
Si -4.083943 -0.803691 -1.663733 0.52 1.76 -0.34 0.6784
C -5.239318 -0.141958 -3.049501 0.06 0.43 -0.70 -1.0584
C -2.558077 0.422888 -1.595266 1.07 -0.13 0.50 -0.5210
O -3.406022 -2.388693 -1.948111 -1.49 0.18 1.83 -0.3686
C -4.096058 -3.443758 -1.205366 0.52 -1.56 -0.76 -0.4897
C -3.113331 -4.777618 -1.309273 0.42 0.84 -0.25 -0.4189
C -1.740825 -4.480177 -0.476961 2.13 -0.01 0.94 -0.0109
C -0.516277 -5.461247 -0.575138 -0.39 1.53 0.69 0.6372
N 0.795617 -5.406672 0.014625 -5.15 0.23 -1.97 -1.0311
N 0.885680 -4.320192 0.799236 -0.61 3.04 1.78 0.3416
C -0.071609 -3.288065 1.106294 -2.91 0.88 -0.72 0.1219
C 0.359166 -2.103215 2.170469 0.71 -0.70 -0.73 -0.3264
C -0.887926 -1.205799 2.705015 0.11 -0.09 0.12 0.0158
C -0.453492 0.096355 3.609664 -1.66 0.54 -1.83 -0.9390
I 1.387317 -0.157261 4.756891 -0.76 0.10 -0.38 -0.0480
C -1.519862 -3.212105 0.483097 3.76 -3.98 -0.88 0.6642
H -5.974954 -1.252728 0.107259 1.91 1.67 -0.45 0.4557
H -5.185286 0.536343 0.229908 0.12 -2.05 -0.50 0.4112
H -4.286597 -0.976965 0.863885 -1.11 0.86 -1.93 -0.4050
H -5.140046 -0.775780 -4.021072 -0.57 1.14 1.65 0.2824
H -6.316166 -0.079994 -2.617325 1.75 -0.22 -1.13 0.3053
H -4.880579 0.950405 -3.318622 -0.77 -2.16 0.56 0.2749
H -2.904107 1.543824 -1.493413 0.73 -2.27 -0.30 0.3212
H -1.832863 0.283756 -2.503584 -1.40 0.47 1.57 0.2274
H -1.916550 0.149021 -0.637973 -1.15 0.66 -1.73 -0.1554
H -5.113299 -3.656468 -1.765805 1.91 0.14 1.50 0.3416
H -4.224372 -3.248900 -0.066903 -0.15 0.01 -1.99 0.3171
H -2.867816 -4.938563 -2.458705 -0.34 0.33 2.49 0.1246
H -3.640690 -5.737288 -0.917708 0.90 1.71 -0.49 0.3654
H -0.694076 -6.416967 -1.253908 0.14 2.28 1.52 -0.6706
H 1.832246 -4.225583 1.264474 -1.80 -0.13 -0.67 0.3163
H 0.947765 -2.653089 3.031787 -1.23 1.26 -1.56 0.4288
H 1.105904 -1.386551 1.602948 -1.33 -1.42 1.09 0.1045
H -1.418076 -0.753670 1.748014 0.83 -1.00 2.15 -0.2145
H -1.606054 -1.856035 3.356753 1.19 1.12 -1.49 0.3460
H -1.351172 0.368570 4.322847 2.19 -0.61 -1.38 0.3187
H -0.297157 0.977420 2.835078 -0.03 -1.69 1.98 0.4734
H -2.313030 -2.392231 0.667472 1.71 -1.59 -0.23 -0.3342
C 4.637584 -0.687156 1.134464 -0.97 0.61 2.33 -1.9901
N 3.924257 0.558296 0.747298 0.15 -2.30 -6.18 1.3078
O 4.618730 1.545885 0.456227 0.90 -5.79 -11.88 -0.4509
O 2.688615 0.514364 0.747009 0.72 -0.25 -0.27 -0.5895
H 5.715194 -0.505803 1.090005 -0.37 0.16 0.57 0.7558
H 4.331230 -0.941245 2.151163 -0.02 0.06 -0.04 0.2930
H 4.347591 -1.464958 0.426804 -1.49 0.59 2.70 0.5541
C -4.395962 -6.987578 -4.883733 0.01 -0.09 -0.36 -0.2861
Cl -4.983673 -7.608125 -3.335873 0.06 -0.13 0.06 -0.1502
Cl -4.018928 -5.263911 -4.776995 0.03 -0.02 -0.17 -0.0826
H -3.492547 -7.532112 -5.164621 -0.21 0.16 0.10 0.2451
H -5.166880 -7.136387 -5.642056 0.12 0.10 0.26 0.3100
C -4.567531 0.596629 9.338172 -0.29 -0.17 -0.11 -1.1137
C -3.579094 1.181513 8.347015 -0.07 0.32 0.80 -0.2031
O -3.637006 0.474567 7.098270 -0.67 0.07 -1.45 -0.2797
C -4.648314 0.830055 6.254331 -0.36 1.73 2.24 0.1621
O -5.477144 1.686203 6.507200 1.38 -1.73 -0.97 -0.5100
C -4.562250 0.039011 4.951453 -0.47 -1.46 -1.80 1.0466
F -4.337714 -1.286416 5.155928 0.03 1.14 0.57 -0.2403
F -3.547944 0.475535 4.155627 -0.34 0.22 0.79 -0.2394
F -5.694575 0.120936 4.203530 0.78 2.93 4.63 -0.2861
H -4.402406 -0.478817 9.457182 0.11 0.16 0.05 0.3027
H -4.469277 1.080235 10.313374 0.03 -0.03 -0.13 0.3745
H -5.596532 0.723760 8.991343 0.14 0.11 0.06 0.3224
H -2.561725 1.062798 8.731677 -0.08 -0.17 -0.36 0.2976
H -3.742640 2.253932 8.195980 -0.13 -0.24 -0.18 0.3221
C 4.812883 2.225562 3.078437 1.36 -0.87 0.98 0.5253
F 4.197845 1.810641 1.927749 -1.42 7.87 17.71 -0.0224
F 4.655073 1.214265 3.980579 -0.10 0.52 -0.40 -0.2490
F 6.146012 2.269066 2.803208 -1.26 0.08 0.04 -0.2590
S 4.180041 3.818902 3.701020 -2.01 1.26 -2.94 0.9397
O 2.764171 3.572647 3.961394 1.66 -0.23 0.51 -0.5965
O 4.447160 4.763028 2.624008 0.16 -1.37 1.67 -0.6141
N 5.121804 3.914433 4.975115 -0.75 0.00 0.53 -0.3085
S 4.863060 5.235375 5.815502 0.32 4.25 -0.24 0.8798
O 3.590773 5.306118 6.536095 0.90 -1.33 -0.27 -0.6229
O 5.286964 6.486723 5.202019 -0.50 -2.21 0.72 -0.6189
C 6.104367 4.920744 7.114212 2.95 0.78 1.34 0.7436
F 7.363183 4.803349 6.611272 -1.56 0.06 0.17 -0.2120
F 5.866628 3.757234 7.791739 -0.41 -0.05 -0.15 -0.2970
F 6.158930 5.901933 8.050975 -0.65 -1.01 -1.32 -0.1992
C 2.079837 1.612654 -7.165842 0.07 -0.26 0.15 -0.9007
C 2.042223 2.998495 -6.546286 0.48 -0.19 -1.14 -0.1126
O 1.322591 2.989979 -5.305507 0.46 -0.33 1.76 -0.3362
C 1.982970 2.466209 -4.250734 -0.24 0.20 -1.27 0.6537
O 3.113548 2.017195 -4.263770 -0.84 0.26 0.44 -0.5832
O 1.157306 2.498028 -3.178885 0.46 -0.10 -0.22 -0.3214
C 1.701253 1.869862 -2.022338 -0.05 0.13 0.34 -0.6698
H 1.067243 1.211113 -7.270299 0.04 0.17 -0.13 0.2705
H 2.555348 1.641786 -8.149689 -0.15 0.15 0.01 0.2578
H 2.635643 0.910457 -6.537759 0.05 0.14 0.00 0.2690
H 1.507073 3.677806 -7.216411 -0.05 -0.08 0.35 0.2605
H 3.048343 3.409078 -6.407208 -0.19 -0.15 0.16 0.2791
H 2.681862 2.282852 -1.768702 -0.09 -0.12 -0.12 0.3982
H 1.765924 0.790477 -2.183045 0.12 0.00 0.00 0.2350
H 1.022831 2.055593 -1.184270 0.00 0.07 -0.35 0.2858
Li -0.138094 -7.850159 -2.116318 0.14 -0.20 -0.09 0.9780
Br -5.638296 -1.218339 2.503864 -0.55 -3.46 -1.76 -0.3149
Na 3.835108 2.954464 7.110236 -0.43 0.06 -0.22 0.9499
C 4.734551 2.224280 -12.005089 1.39 -0.07 -0.47 0.5827
F 4.946677 1.818331 -13.293058 -0.48 0.31 1.01 -0.2351
F 5.333717 1.282237 -11.214552 -0.64 0.57 -0.35 -0.2409
F 5.472050 3.364883 -11.848267 -0.80 -0.74 0.00 -0.2398
S 2.927029 2.465590 -11.607167 -2.67 0.42 -0.04 1.0984
O 2.301356 1.159042 -11.827792 1.20 0.61 0.11 -0.6862
O 2.456921 3.494171 -12.537739 1.16 -0.82 0.58 -0.6616
O 2.889907 2.894170 -10.205775 0.82 -0.35 -0.60 -0.6189
Cs 5.593786 -1.469933 -1.136591 2.74 -0.69 -5.51 1.0942
```
Positions in Å, forces in eV/Å.

Values from the calculation:
Net charge ... +1
HOMO-LUMO gap ... 2.148 eV

no.,LUMO (eV)
1,-2.627
2,-5.777